(1)
70
Properties=species:S:1:pos:R:3:nbo_charge:R:1 method="wB97M-V/def2-TZVPD" e_homo_ev=-8.37 largest_force_ev_per_a=9.9 de_lowest_kj_mol=1751.79 homo_lumo_gap_ev=8.55 e_tot_ha=-1611.198317
C -1.18038 -0.29249 0.42263 -0.10
C 0.29996 -0.67986 0.49729 -0.15
O 1.02636 -0.40603 -0.74822 -0.77
O -1.29753 1.11004 0.38059 -0.79
H -1.80436 -0.71607 1.20960 0.18
H -1.57229 -0.83695 -0.43647 0.21
H 0.39893 -1.74320 0.71547 0.22
H 0.85485 -0.17093 1.28544 0.18
H 0.95144 0.52155 -0.98398 0.46
H -2.13361 1.44192 0.04528 0.45
C 2.31515 2.32009 -0.49057 -0.09
C 0.92731 2.52491 -1.12374 -0.11
O 0.58874 1.29094 -1.77161 -0.66
O 2.79283 3.57693 0.03461 -0.72
H 3.13932 1.90939 -1.07382 0.17
H 2.26730 1.65905 0.37478 0.19
H 0.86289 3.36253 -1.81824 0.19
H 0.20003 2.72068 -0.33579 0.22
H 1.04422 1.27625 -2.61654 0.52
H 3.67788 3.32261 0.30590 0.47
C -3.74110 -0.87420 0.77247 -0.13
C -4.00354 -2.33402 0.33224 -0.09
O -2.81648 -3.07809 0.08616 -0.70
O -4.98617 -0.27204 0.64261 -0.74
H -2.99428 -0.28863 0.23631 0.21
H -3.57870 -0.62902 1.82204 0.16
H -4.73420 -2.39861 -0.47402 0.19
H -4.52498 -2.79486 1.17118 0.16
H -2.66097 -3.44045 0.96143 0.46
H -4.97308 0.68533 0.71248 0.46
C 3.11733 -0.33696 0.77489 -0.11
C 3.28371 -0.52387 -0.77337 -0.08
O 4.62661 -0.83475 -1.12152 -0.73
O 4.11007 0.59774 1.29009 -0.75
H 3.19541 -1.33498 1.20612 0.17
H 2.13018 0.08554 0.96227 0.17
H 3.15562 0.47408 -1.19265 0.13
H 2.52477 -1.15336 -1.23798 0.23
H 5.07923 -0.00995 -1.31241 0.46
H 3.89441 0.76729 2.21006 0.47
C 1.52090 -2.16749 2.34403 -0.09
C 2.75994 -2.64073 3.19811 -0.09
O 2.83574 -4.08107 3.03566 -0.73
O 0.28200 -2.60852 2.96271 -0.72
H 1.68222 -2.52402 1.32670 0.18
H 1.53643 -1.07821 2.30758 0.18
H 2.61517 -2.38732 4.24831 0.17
H 3.59779 -2.11076 2.74509 0.17
H 3.66621 -4.39596 3.40002 0.47
H 0.03333 -3.42505 2.52334 0.47
C 0.18325 -0.94539 -2.94367 -0.11
C -0.59128 0.32219 -3.24256 -0.19
O -1.91591 -0.11286 -3.25501 -0.76
O -0.34399 -1.57673 -1.71209 -0.78
H 1.22021 -0.65469 -2.77545 0.14
H 0.05355 -1.63540 -3.77744 0.20
H -0.37945 0.76436 -4.21607 0.16
H -0.53716 1.03140 -2.41661 0.25
H -1.95916 -0.82281 -2.61026 0.48
H 0.00467 -1.07700 -0.97026 0.47
C -1.79629 3.14300 0.26942 -0.12
C -2.79715 2.65922 -0.81623 -0.12
O -2.98587 1.28829 -0.64274 -0.71
O -2.36567 3.08147 1.55481 -0.71
H -1.58570 4.18196 0.01582 0.16
H -0.82998 2.66598 0.43312 0.25
H -2.52307 2.88394 -1.84700 0.20
H -3.76730 3.15041 -0.74111 0.18
H -3.86126 1.04927 -0.95604 0.52
H -3.21472 3.52520 1.61663 0.46


(2)
49
Properties=species:S:1:pos:R:3:nbo_charge:R:1 method="wB97M-V/def2-TZVPD" e_homo_ev=-8.16 largest_force_ev_per_a=0.8 de_lowest_kj_mol=0.00 homo_lumo_gap_ev=8.80 e_tot_ha=-1355.907509 smiles="CCCNC(=S)N1CCC(NC(=O)Nc2ccc(C)cc2)CC1"
C -1.97634 -3.69190 -1.71645 -0.61
C -2.34095 -2.68681 -0.63038 -0.41
C -1.69868 -1.31519 -0.85527 -0.22
N -0.25477 -1.34722 -0.80911 -0.61
C 0.43205 -1.32236 0.35970 0.31
S -0.34311 -1.07978 1.80830 -0.29
N 1.77818 -1.47503 0.28837 -0.45
C 2.57327 -1.54307 1.49482 -0.23
C 3.10555 -0.15841 1.89427 -0.43
C 3.31446 0.69748 0.64144 -0.03
N 2.09413 1.42663 0.35511 -0.68
C 2.04075 2.34355 -0.64362 0.79
O 3.01252 2.71316 -1.27552 -0.67
N 0.79081 2.84940 -0.93065 -0.64
C -0.44838 2.53776 -0.35832 0.13
C -0.61851 2.42628 1.02045 -0.24
C -1.85176 2.09171 1.54306 -0.18
C -2.95121 1.88071 0.71904 -0.05
C -4.27202 1.49141 1.30844 -0.63
C -2.78738 2.04497 -0.64988 -0.16
C -1.55487 2.36738 -1.18566 -0.25
C 3.71524 -0.21076 -0.53208 -0.44
C 2.54386 -1.13356 -0.89846 -0.23
H -0.91012 -3.91041 -1.70625 0.20
H -2.24354 -3.30804 -2.69954 0.20
H -2.50902 -4.62620 -1.55838 0.22
H -3.42304 -2.55180 -0.60399 0.20
H -2.02590 -3.06259 0.34436 0.22
H -2.03361 -0.62442 -0.07879 0.25
H -1.98785 -0.91573 -1.83092 0.19
H 0.19174 -1.78131 -1.60255 0.39
H 1.95604 -1.95997 2.29116 0.25
H 3.40092 -2.22951 1.29504 0.19
H 4.04452 -0.27372 2.43437 0.22
H 2.39375 0.33758 2.55440 0.23
H 4.10462 1.44004 0.79796 0.22
H 1.22969 1.02688 0.68916 0.42
H 0.77007 3.38521 -1.78704 0.41
H 0.20936 2.62297 1.68429 0.23
H -1.96216 1.98804 2.61200 0.22
H -5.01112 1.31605 0.53065 0.21
H -4.64048 2.27648 1.96780 0.22
H -4.16404 0.58415 1.90134 0.22
H -3.63238 1.90794 -1.30988 0.20
H -1.44197 2.48518 -2.25440 0.21
H 4.59564 -0.78483 -0.24326 0.21
H 3.97375 0.40649 -1.39155 0.25
H 1.89429 -0.60858 -1.60231 0.21
H 2.91798 -2.04621 -1.38127 0.20


(3)
21
Properties=species:S:1:pos:R:3:nbo_charge:R:1 method="wB97M-V/def2-TZVPD" e_homo_ev=-2.79 largest_force_ev_per_a=2.5 de_lowest_kj_mol=132.55 charge=-1 homo_lumo_gap_ev=6.53 e_tot_ha=-383.013384 smiles=CNC[C@H](N)CC[O-]
C -0.81911 -1.25385 2.38207 -0.40
N 0.44560 -1.04234 1.71444 -0.65
C 0.69975 0.32468 1.20147 -0.21
C 0.70874 0.47548 -0.30356 -0.06
N 0.96944 1.86398 -0.70809 -0.92
C -0.43888 -0.22831 -1.04660 -0.45
C -0.28651 0.13902 -2.58742 -0.03
O -0.47576 1.46471 -2.77964 -0.92
H -0.63645 -1.91374 3.25636 0.16
H -1.58163 -1.88111 1.88002 0.17
H -1.25137 -0.32891 2.75193 0.19
H 0.64255 -1.74233 1.01778 0.36
H 1.62478 0.62043 1.71217 0.18
H -0.02792 1.00788 1.65812 0.16
H 1.57834 -0.11495 -0.76447 0.14
H 0.45720 1.86360 -1.71184 0.43
H 0.30414 2.41851 -0.16447 0.31
H -1.35364 0.21169 -0.65199 0.18
H -0.31744 -1.31285 -0.90339 0.16
H -1.01788 -0.48181 -3.16688 0.11
H 0.77604 -0.08978 -2.78601 0.10


What did the second record say?
49
Properties=species:S:1:pos:R:3:nbo_charge:R:1 method="wB97M-V/def2-TZVPD" e_homo_ev=-8.16 largest_force_ev_per_a=0.8 de_lowest_kj_mol=0.00 homo_lumo_gap_ev=8.80 e_tot_ha=-1355.907509 smiles="CCCNC(=S)N1CCC(NC(=O)Nc2ccc(C)cc2)CC1"
C -1.97634 -3.69190 -1.71645 -0.61
C -2.34095 -2.68681 -0.63038 -0.41
C -1.69868 -1.31519 -0.85527 -0.22
N -0.25477 -1.34722 -0.80911 -0.61
C 0.43205 -1.32236 0.35970 0.31
S -0.34311 -1.07978 1.80830 -0.29
N 1.77818 -1.47503 0.28837 -0.45
C 2.57327 -1.54307 1.49482 -0.23
C 3.10555 -0.15841 1.89427 -0.43
C 3.31446 0.69748 0.64144 -0.03
N 2.09413 1.42663 0.35511 -0.68
C 2.04075 2.34355 -0.64362 0.79
O 3.01252 2.71316 -1.27552 -0.67
N 0.79081 2.84940 -0.93065 -0.64
C -0.44838 2.53776 -0.35832 0.13
C -0.61851 2.42628 1.02045 -0.24
C -1.85176 2.09171 1.54306 -0.18
C -2.95121 1.88071 0.71904 -0.05
C -4.27202 1.49141 1.30844 -0.63
C -2.78738 2.04497 -0.64988 -0.16
C -1.55487 2.36738 -1.18566 -0.25
C 3.71524 -0.21076 -0.53208 -0.44
C 2.54386 -1.13356 -0.89846 -0.23
H -0.91012 -3.91041 -1.70625 0.20
H -2.24354 -3.30804 -2.69954 0.20
H -2.50902 -4.62620 -1.55838 0.22
H -3.42304 -2.55180 -0.60399 0.20
H -2.02590 -3.06259 0.34436 0.22
H -2.03361 -0.62442 -0.07879 0.25
H -1.98785 -0.91573 -1.83092 0.19
H 0.19174 -1.78131 -1.60255 0.39
H 1.95604 -1.95997 2.29116 0.25
H 3.40092 -2.22951 1.29504 0.19
H 4.04452 -0.27372 2.43437 0.22
H 2.39375 0.33758 2.55440 0.23
H 4.10462 1.44004 0.79796 0.22
H 1.22969 1.02688 0.68916 0.42
H 0.77007 3.38521 -1.78704 0.41
H 0.20936 2.62297 1.68429 0.23
H -1.96216 1.98804 2.61200 0.22
H -5.01112 1.31605 0.53065 0.21
H -4.64048 2.27648 1.96780 0.22
H -4.16404 0.58415 1.90134 0.22
H -3.63238 1.90794 -1.30988 0.20
H -1.44197 2.48518 -2.25440 0.21
H 4.59564 -0.78483 -0.24326 0.21
H 3.97375 0.40649 -1.39155 0.25
H 1.89429 -0.60858 -1.60231 0.21
H 2.91798 -2.04621 -1.38127 0.20